Run A
29
Properties=species:S:1:pos:R:3:mulliken_charge:R:1 method="wB97M-V/def2-TZVPD" orbital_gap_ha=0.157 total_charge=-1 smiles="CCC(=O)OCC[N-]OC[C@H](C)O" homo_energy_ev=-1.13
C 4.85896 0.55570 1.03173 -0.982
C 4.31690 0.54540 -0.48418 -0.286
C 3.24442 -0.63032 -0.74807 0.560
O 3.52827 -1.39878 -1.70561 -0.580
O 2.11343 -0.80235 0.06528 -0.255
C 0.87040 -0.77532 -0.69401 -0.354
C -0.32575 -1.59038 -0.00398 -0.493
N -1.13751 -0.74402 0.93197 -0.735
O -2.43916 -1.28368 0.76680 -0.058
C -3.41827 -0.36561 1.25485 -0.562
C -4.09331 0.53753 0.08543 0.224
C -3.05141 0.99577 -1.03326 -0.943
O -4.62660 1.72075 0.73141 -0.580
H 5.31639 -0.45272 1.33146 0.288
H 5.73080 1.30909 1.04836 0.316
H 4.08764 0.93684 1.77641 0.265
H 5.23436 0.35934 -1.14394 0.253
H 3.89906 1.57462 -0.72870 0.269
H 0.48458 0.28417 -0.89113 0.137
H 1.01136 -1.24592 -1.73722 0.284
H -1.05934 -1.86400 -0.86059 0.214
H 0.01202 -2.57109 0.48442 0.192
H -4.30342 -0.93425 1.73102 0.122
H -2.95259 0.28481 2.06506 0.357
H -4.95858 -0.05495 -0.37012 0.244
H -2.24767 1.71749 -0.64105 0.278
H -2.55359 0.07688 -1.50636 0.129
H -3.64416 1.54138 -1.84096 0.351
H -3.89724 2.27361 1.08499 0.344



Run B
29
Properties=species:S:1:pos:R:3:mulliken_charge:R:1 method="wB97M-V/def2-TZVPD" orbital_gap_ha=0.181 total_charge=-1 smiles="CCC(=O)OCC[N-]OC[C@H](C)O" homo_energy_ev=-1.60
C 4.34338 0.25693 1.21032 -1.092
C 4.14544 0.57739 -0.27186 -0.276
C 3.23482 -0.40808 -0.96726 0.546
O 3.52553 -0.98260 -1.98916 -0.620
O 2.10102 -0.57530 -0.28938 -0.166
C 0.87476 -0.79137 -1.04143 -0.699
C -0.18997 -1.42229 -0.16968 -0.383
N -0.84902 -0.41615 0.59512 -0.681
O -2.15909 -1.08510 0.93765 -0.189
C -3.01056 -0.08585 1.37319 -0.630
C -3.89784 0.52586 0.27439 0.323
C -3.18316 0.68061 -1.05325 -1.157
O -4.42646 1.78550 0.72804 -0.572
H 4.71314 -0.76091 1.34214 0.311
H 5.08720 0.93261 1.63853 0.345
H 3.41532 0.37639 1.76600 0.285
H 5.09991 0.56909 -0.79849 0.278
H 3.70476 1.57292 -0.37124 0.238
H 0.51263 0.18732 -1.36761 0.301
H 1.10570 -1.40644 -1.91137 0.346
H -0.90255 -1.93562 -0.84917 0.265
H 0.30997 -2.23642 0.41421 0.205
H -3.67007 -0.50344 2.14705 0.153
H -2.42690 0.72678 1.83313 0.387
H -4.78367 -0.10237 0.13865 0.253
H -2.37204 1.40434 -0.96413 0.334
H -2.74628 -0.27085 -1.35354 0.164
H -3.89144 1.01797 -1.81733 0.390
H -3.66454 2.36906 0.81647 0.341



Going by the energies, run B is most stable and the next is 225.2 kJ/mol up.



Run A
18
Properties=species:S:1:pos:R:3:mulliken_charge:R:1 method="wB97M-V/def2-TZVPD" orbital_gap_ha=0.399 homo_energy_ev=-10.33
C -0.99650 0.94489 -0.05681 0.009
C 1.07708 0.38785 1.15320 -0.843
C 1.18967 0.60992 -1.21053 -1.024
C 0.15196 0.05324 -0.25570 1.127
N -2.14710 0.32697 0.23002 -0.340
N -0.20267 -1.33362 -0.28821 -0.861
O -0.90275 2.16069 0.00114 -0.660
O 2.89702 -1.11970 0.07457 -0.625
O 3.54468 1.33216 0.03058 -0.639
S 2.49128 0.32082 0.08932 0.984
H 1.02616 1.42001 1.37780 0.417
H 1.04520 -0.33316 1.92038 0.399
H 1.22714 0.30056 -2.18720 0.479
H 0.99656 1.67759 -1.06753 0.401
H -2.26258 -0.68023 0.14414 0.237
H -3.00190 0.89332 0.45926 0.263
H -0.62434 -1.45865 -1.19796 0.315
H 0.66493 -1.98214 -0.39831 0.360



Run B
18
Properties=species:S:1:pos:R:3:mulliken_charge:R:1 method="wB97M-V/def2-TZVPD" orbital_gap_ha=0.362 homo_energy_ev=-9.26
C 1.20973 1.16052 0.21617 0.592
C 1.50860 -0.83759 -0.78645 -0.364
C 2.83052 -0.06802 -0.72763 -0.403
C -2.81636 -0.54390 1.10434 -0.712
N 0.61371 -0.00999 0.05830 -0.299
N -2.01721 0.67366 0.81486 -0.203
O 0.55547 2.09387 0.63591 -0.634
O -1.66570 -0.17667 -1.46015 -0.552
O 2.51493 1.19784 -0.23247 -0.353
S -1.17086 0.81551 -0.57267 0.648
H 0.93328 -0.80190 -1.69171 0.228
H 1.58029 -1.97649 -0.61928 0.268
H 3.51429 -0.56329 -0.14442 0.314
H 3.27696 -0.03814 -1.64509 0.339
H -2.37586 -0.91695 1.98704 0.284
H -3.84159 -0.27776 1.40577 0.284
H -2.89375 -1.17240 0.26659 0.293
H -1.75645 1.44169 1.39091 0.269



Going by the energies, run A is most stable and the next is 71.6 kJ/mol up.



Run A
20
Properties=species:S:1:pos:R:3:mulliken_charge:R:1 method="wB97M-V/def2-TZVPD" orbital_gap_ha=0.418 total_charge=+1 homo_energy_ev=-14.70
C -0.91579 0.63752 -1.13727 -1.061
C -0.17980 1.36748 0.04849 0.546
C 0.34115 2.71291 -0.43275 -1.404
O 0.86507 0.49042 0.58526 -0.598
H -1.35988 -0.26786 -0.73454 0.096
H -0.23978 0.40825 -1.97510 0.302
H -1.73971 1.24667 -1.62858 0.390
H -0.91392 1.51394 0.85838 0.188
H -0.49904 3.36183 -0.76775 0.374
H 0.97546 2.54462 -1.33041 0.407
H 0.89444 3.27769 0.32319 0.371
H 1.69694 0.84292 0.25993 0.304
C -0.34920 -2.49643 0.19659 -0.859
N 0.59623 -2.04599 1.26649 -0.189
H -0.46037 -3.57790 0.37038 0.382
H -1.29755 -1.97693 0.27133 0.350
H 0.13077 -2.27613 -0.75813 0.357
H 1.44926 -2.59641 1.25450 0.389
H 0.18072 -2.13235 2.18839 0.389
H 0.82502 -1.03423 1.14160 0.266



Run B
20
Properties=species:S:1:pos:R:3:mulliken_charge:R:1 method="wB97M-V/def2-TZVPD" orbital_gap_ha=0.205 total_charge=+1 homo_energy_ev=-15.11
C 1.80653 0.40407 -0.42948 -0.895
C 1.06917 -0.15081 0.74276 -0.267
C -0.19337 0.65781 1.05773 -0.097
C -1.22346 -0.14702 1.82088 -1.066
N -0.86091 0.40073 -2.35632 -0.455
H 1.13598 0.47013 -1.31447 0.211
H 2.67791 -0.17628 -0.71258 0.331
H 2.12243 1.42506 -0.20188 0.373
H 1.61146 0.00561 1.71033 0.451
H 0.04680 1.61570 1.52697 0.496
H -0.61538 0.89674 0.06442 0.026
H -2.10660 0.41816 2.09281 0.373
H -1.44090 -0.97699 1.14757 0.225
H -0.82401 -0.60063 2.72658 0.352
H -0.65894 0.23227 -3.34839 0.280
H -1.71257 0.93654 -2.24768 0.264
H -0.74718 -0.42374 -1.74962 0.315
H -0.75882 -2.27355 -0.53129 0.279
H 0.95319 -1.28977 0.64339 0.366
O -0.28132 -1.42401 -0.64173 -0.561



Going by the energies, run A is most stable and the next is 691.7 kJ/mol up.



Run A
19
Properties=species:S:1:pos:R:3:mulliken_charge:R:1 method="wB97M-V/def2-TZVPD" orbital_gap_ha=0.337 smiles="[H]/N=C1/NN2C[C@@H]2C[C@@H]1N" homo_energy_ev=-8.30
C 0.40682 -0.82798 0.66262 0.128
C 1.04322 0.48856 0.78867 -0.315
C -0.14229 1.32169 0.43554 -0.513
C -0.76276 2.55734 -0.21032 -0.278
C -0.61975 -0.95408 -0.56384 0.280
H 2.05058 -2.11952 0.01921 0.220
H 1.14201 -3.00382 0.89729 0.241
H -0.28409 -1.05356 1.57466 0.218
H 1.63048 0.80699 1.87789 0.224
H 1.79056 0.58386 -0.02455 0.276
H -1.03576 0.98677 0.89995 0.463
H 0.01447 3.13038 -0.48099 0.237
H -1.55574 3.26271 0.15197 0.294
H -1.82552 -0.29383 -1.98626 0.409
H 0.11245 -2.53211 -1.35480 0.261
N 1.36514 -1.98894 0.69885 -0.673
N -0.85511 1.35769 -0.99246 -0.335
N -1.70021 0.13239 -0.88724 -0.407
N -0.77453 -1.85453 -1.50619 -0.728



Run B
19
Properties=species:S:1:pos:R:3:mulliken_charge:R:1 method="wB97M-V/def2-TZVPD" orbital_gap_ha=0.371 homo_energy_ev=-9.27
C 1.66399 1.00880 1.14698 -0.727
C -0.79692 -1.43036 0.99954 -1.388
C -0.15326 0.58502 -0.72201 0.958
C 0.95968 -0.28125 -1.07633 -0.262
C -1.22822 -0.36356 0.03402 0.647
N -0.71543 1.60473 -1.50802 -0.679
N 1.17026 0.75628 -0.17241 -0.160
N 1.42494 -1.19165 -1.79138 -0.682
N -2.42063 -0.07266 -0.26382 -0.652
H -0.90917 1.27120 -2.44689 0.256
H -1.59187 1.91127 -1.09803 0.309
H 2.39657 -1.43071 -1.61315 0.249
H -3.13187 -0.54429 0.29426 0.241
H 1.43058 0.19831 1.84842 0.290
H 2.74691 1.13332 1.09927 0.285
H 1.22349 1.93399 1.52093 0.292
H 0.06773 -1.97103 0.61855 0.348
H -1.60598 -2.14050 1.17446 0.427
H -0.53082 -0.97689 1.95561 0.247



Going by the energies, run B is most stable and the next is 447.6 kJ/mol up.